160
Properties=species:S:1:pos:R:3:forces:R:3:mulliken_charge:R:1 method="wB97M-V/def2-TZVPD" homo_energy_ha=-0.310 multiplicity=1 relative_energy_kcal_mol=0.0 total_charge=0
C -2.9744 1.5555 -2.3877 0.13 0.89 -0.27 -1.89
C -1.4422 1.3664 -2.4157 -0.42 -1.38 0.32 1.67
C -1.0916 0.4957 -3.6565 -0.56 0.10 0.49 -1.66
C -1.0976 1.1748 -5.0402 -0.59 -1.21 -0.10 0.66
C -1.4100 0.0155 -6.0560 0.09 1.11 0.33 -1.78
C 0.0473 2.0494 -5.6205 -0.23 0.64 -0.14 0.71
C -0.3118 3.5740 -5.8506 0.72 -1.46 0.57 -1.63
C -1.5196 3.8153 -6.7551 0.12 1.22 -1.01 -0.10
C -1.4976 3.0878 -8.1082 0.01 -0.33 0.30 -1.68
F -2.7721 3.6362 -6.1749 0.19 -0.46 0.27 -0.43
C -0.2435 4.4801 -4.5897 -0.68 1.93 -0.94 2.04
C 0.0274 5.9343 -5.1055 0.84 -0.06 0.12 -1.59
C 0.6418 6.8533 -4.0332 -1.05 0.47 -0.09 -1.16
O 2.0645 6.9582 -4.1623 -0.76 0.07 0.52 -0.19
C 2.4871 8.2318 -3.8746 -0.63 -0.38 1.40 0.65
C 2.0993 8.9100 -2.5727 -1.10 -0.71 0.19 -0.96
O 3.1418 8.8010 -4.6554 1.80 1.18 -1.92 -0.53
C -1.5150 4.4182 -3.6895 0.59 0.01 0.33 -0.79
P -2.6779 5.8156 -3.7376 -1.97 0.54 -0.05 0.79
O -3.2096 6.2035 -5.0248 0.20 0.21 -1.14 -0.73
O -2.1151 7.1478 -2.9827 0.36 -1.68 0.44 -0.54
O -3.9459 5.3299 -2.8254 1.66 -0.16 0.40 -0.61
O 0.8664 4.1857 -3.6845 0.45 -1.40 0.00 -0.81
S 2.1526 3.5134 -4.3637 2.22 0.43 -0.91 1.70
O 2.6460 4.3523 -5.4055 -1.39 0.39 -1.44 -0.71
O 3.2321 3.2805 -3.4663 -0.97 -0.79 1.87 -0.73
C 1.5400 1.9647 -5.1303 -0.04 -0.08 -0.18 -0.83
C 2.0783 0.6801 -4.5411 0.26 -1.02 -1.03 -0.33
Br 2.5959 -0.6004 -5.9238 -0.38 0.80 0.04 -0.14
C 2.2921 0.3024 -3.2983 -0.24 0.20 0.65 0.05
C 1.8928 1.1390 -2.1254 0.58 -0.55 1.06 -0.21
Br 3.1039 -1.3929 -2.8502 -0.46 0.92 0.09 -0.14
H -3.3448 1.8846 -3.3694 -0.01 -0.10 0.15 0.40
H -3.2918 2.3356 -1.6827 0.06 -0.22 0.04 0.37
H -3.5029 0.6311 -2.1421 0.22 0.04 0.04 0.47
H -1.2171 0.7450 -1.5284 0.20 0.38 -0.26 -0.82
H -0.8848 2.2962 -2.3066 -0.04 -0.10 -0.20 -0.17
H -0.2924 -0.2319 -3.4878 0.34 0.56 -0.09 0.35
H -1.9668 -0.1708 -3.7035 0.18 0.05 -0.07 0.64
H -2.0305 1.7531 -5.0587 0.38 0.23 -0.02 -0.21
H -0.5962 -0.7151 -6.0549 -0.20 -0.02 -0.15 0.35
H -1.5417 0.4744 -7.0404 0.17 -0.42 -0.04 0.37
H -2.3672 -0.4310 -5.7776 0.23 -0.22 -0.06 0.45
H 0.1228 1.7070 -6.6584 0.09 -0.13 0.24 1.15
H 0.5176 3.9130 -6.4883 -0.19 0.10 0.11 1.48
H -1.4769 4.8817 -7.0155 -0.15 -0.08 0.33 0.60
H -1.8412 3.7459 -8.9078 0.00 -0.03 0.15 0.41
H -0.4959 2.7301 -8.3671 -0.14 0.09 -0.01 0.35
H -2.1774 2.2315 -8.0698 0.16 0.07 -0.01 0.37
H -0.8586 6.3755 -5.5694 -0.09 -0.09 0.46 0.84
H 0.7674 5.9232 -5.9145 -0.01 -0.30 0.19 0.73
H 0.2041 7.8483 -4.1821 0.06 -0.16 -0.03 0.70
H 0.3243 6.5601 -3.0229 0.45 -0.14 -0.10 0.12
H 2.7307 9.7641 -2.3465 0.23 -0.26 -0.16 0.33
H 1.0793 9.3009 -2.6998 0.16 -0.03 0.03 0.27
H 2.0375 8.1986 -1.7422 0.20 0.16 -0.07 0.31
H -1.2179 4.2809 -2.6402 0.12 0.07 -0.20 1.34
H -2.0661 3.5167 -3.9591 -0.31 0.35 0.15 -1.16
H -1.7462 6.8474 -2.1328 0.02 0.64 -0.05 0.38
H -3.6018 5.0302 -1.9660 -0.57 -0.06 -0.06 0.36
H 2.1237 2.0402 -6.0568 -0.07 0.27 0.19 1.17
H 1.3628 0.5096 -1.4005 -0.05 0.09 -0.19 -0.46
H 2.8024 1.4769 -1.6132 -0.15 0.02 -0.10 0.46
H 1.2905 2.0214 -2.3264 0.01 -0.23 -0.33 -0.11
C 10.2703 -2.1436 -1.8711 -0.19 -0.02 0.03 -0.76
O 9.2033 -1.6958 -1.0550 0.28 0.04 -0.15 -0.34
C 9.5075 -0.5081 -0.3287 -0.36 -0.01 0.29 -0.82
C 8.6133 0.6285 -0.7835 0.08 -0.16 -0.33 -0.14
N 8.9554 1.0496 -2.1373 -0.07 0.09 0.19 -0.33
C 7.9979 1.9852 -2.7251 0.18 -0.19 -0.18 -1.02
C 6.5942 1.4606 -3.0193 -0.13 0.43 -0.15 0.13
O 6.5515 0.4747 -4.0375 -0.06 -0.12 0.26 -0.42
C 6.7300 -0.8586 -3.5934 0.05 0.03 -0.36 -0.60
H 9.9694 -3.0866 -2.3259 -0.05 0.02 0.05 0.24
H 10.4848 -1.4260 -2.6698 0.15 -0.01 0.02 0.32
H 11.1726 -2.3148 -1.2764 0.05 0.03 -0.06 0.35
H 10.5639 -0.2382 -0.4175 -0.03 -0.01 -0.14 0.41
H 9.3032 -0.7164 0.7261 0.04 0.02 0.01 0.38
H 8.7309 1.4756 -0.1016 -0.02 0.02 -0.03 0.38
H 7.5739 0.2786 -0.7245 -0.01 0.00 0.23 0.16
H 9.0109 0.2308 -2.7300 0.01 0.01 0.01 0.12
H 8.4296 2.3253 -3.6699 -0.09 0.05 -0.01 0.41
H 7.9208 2.8654 -2.0792 -0.02 -0.04 0.05 0.39
H 6.0086 2.3027 -3.3998 -0.02 -0.03 0.00 0.19
H 6.0756 1.1143 -2.1172 0.09 -0.15 0.01 0.18
H 6.3400 -1.0135 -2.5843 0.08 0.03 0.04 0.24
H 7.7840 -1.1480 -3.6386 0.00 -0.08 0.18 0.27
H 6.1852 -1.5109 -4.2778 -0.05 0.05 0.01 0.28
C 1.9080 -4.6714 2.1933 -0.24 -0.01 0.05 -0.79
O 0.8525 -4.1867 3.0038 0.25 -0.05 -0.22 -0.31
C 1.1984 -3.0159 3.7417 -0.34 0.12 0.44 -0.44
C 0.3522 -1.8439 3.2843 0.19 -0.18 -0.42 -0.19
N 0.7185 -1.4262 1.9325 -0.11 0.12 0.19 -0.24
C -0.2007 -0.4582 1.3441 0.32 -0.23 -0.11 0.68
C -1.6093 -0.9415 1.0352 -0.22 0.46 -0.17 -0.26
O -1.6668 -1.9197 0.0086 -0.08 -0.06 0.24 -0.38
C -1.5365 -3.2620 0.4495 0.04 0.01 -0.32 -0.71
H 1.5738 -5.5987 1.7293 -0.05 0.01 0.04 0.26
H 2.1583 -3.9574 1.4012 0.16 -0.01 0.02 0.32
H 2.7974 -4.8824 2.7942 0.06 0.04 -0.06 0.34
H 2.2651 -2.7868 3.6631 -0.01 0.00 -0.20 0.48
H 0.9770 -3.2218 4.7939 0.17 0.07 -0.27 0.24
H 0.4956 -1.0051 3.9716 -0.02 0.03 -0.02 0.33
H -0.7003 -2.1560 3.3333 -0.03 0.01 0.20 0.06
H 0.7485 -2.2413 1.3328 0.07 -0.01 0.05 0.14
H 0.2486 -0.1287 0.4027 -0.07 0.06 -0.01 -1.18
H -0.2526 0.4216 1.9935 -0.05 -0.04 0.04 0.52
H -2.1610 -0.0763 0.6523 -0.08 -0.06 -0.01 0.32
H -2.1519 -1.2737 1.9272 0.06 -0.14 0.00 0.17
H -1.9475 -3.4090 1.4518 0.08 0.04 0.05 0.23
H -0.4917 -3.5809 0.4252 -0.02 -0.10 0.18 0.25
H -2.0869 -3.8967 -0.2468 -0.03 0.06 -0.01 0.33
C -5.3301 -2.0513 0.6238 0.12 0.07 0.15 -0.55
O -5.3788 -1.0732 1.6473 -0.02 -0.10 -0.30 -0.07
C -6.6275 -0.3951 1.7482 0.16 0.26 0.34 -0.99
C -7.2364 -0.7169 3.0964 0.00 -0.25 -0.11 -0.21
N -7.6496 -2.1137 3.1531 -0.18 0.21 0.07 -0.33
C -8.0053 -2.5620 4.4960 0.18 -0.19 -0.15 -0.74
C -6.8591 -2.6110 5.5059 -0.37 -0.22 0.33 -0.48
O -5.8726 -3.5832 5.1921 0.17 0.40 -0.01 -0.47
C -4.8521 -3.1191 4.3207 -0.01 -0.41 0.04 -0.56
H -4.3188 -2.4564 0.6095 0.01 0.07 -0.03 -0.11
H -6.0285 -2.8709 0.8234 -0.08 0.01 -0.14 0.43
H -5.5473 -1.6081 -0.3525 -0.03 -0.08 -0.03 0.33
H -7.3038 -0.6468 0.9262 0.04 -0.17 0.04 0.44
H -6.4264 0.6795 1.6963 0.00 -0.01 -0.04 0.38
H -8.1022 -0.0736 3.2776 -0.02 -0.04 0.02 0.43
H -6.4757 -0.4946 3.8566 -0.03 0.24 -0.03 0.16
H -6.8916 -2.6937 2.8179 -0.06 0.03 -0.05 0.09
H -8.4155 -3.5705 4.3995 0.02 0.00 0.10 0.37
H -8.8103 -1.9333 4.8893 0.06 0.08 -0.02 0.41
H -7.2807 -2.9118 6.4695 0.03 -0.04 -0.02 0.38
H -6.4032 -1.6280 5.6689 0.09 -0.02 -0.14 0.32
H -4.6477 -2.0533 4.4503 -0.09 0.02 -0.07 0.29
H -5.1181 -3.3280 3.2815 0.16 0.19 -0.06 0.30
H -3.9365 -3.6735 4.5361 -0.05 -0.04 0.11 0.18
C -0.6748 -6.3266 10.8480 0.01 -0.09 -0.17 -0.74
O -1.4721 -6.6267 9.7167 0.08 0.19 0.25 -0.35
C -2.7363 -5.9689 9.7256 -0.19 -0.25 -0.33 -0.85
C -2.8289 -4.9961 8.5669 0.31 0.06 0.13 -0.11
N -1.9347 -3.8601 8.7696 -0.18 -0.06 -0.13 -0.32
C -1.8041 -2.9980 7.5986 0.23 0.02 0.23 -1.09
C -1.1189 -3.5859 6.3665 -0.15 0.36 -0.18 0.42
O 0.2587 -3.8644 6.5507 -0.32 -0.31 0.31 -0.49
C 0.5475 -5.1541 7.0652 0.27 0.12 0.04 -0.77
H 0.2323 -6.9264 10.7854 -0.04 -0.02 -0.05 0.24
H -0.3913 -5.2690 10.8624 -0.03 0.02 0.15 0.32
H -1.1984 -6.5810 11.7742 0.03 0.07 0.04 0.35
H -2.9249 -5.4662 10.6787 0.13 0.06 -0.02 0.42
H -3.5007 -6.7412 9.5981 -0.02 0.03 0.03 0.38
H -3.8573 -4.6349 8.4790 0.02 0.03 -0.04 0.36
H -2.5760 -5.5450 7.6503 -0.19 -0.12 -0.01 0.19
H -1.0168 -4.2067 9.0193 -0.02 0.01 0.03 0.13
H -1.2271 -2.1244 7.9139 -0.01 0.03 -0.10 0.42
H -2.7971 -2.6345 7.3141 -0.02 -0.08 -0.02 0.35
H -1.1616 -2.8231 5.5814 0.00 -0.01 0.01 -0.14
H -1.6460 -4.4602 5.9678 0.08 -0.10 0.12 0.25
H -0.1842 -5.8995 6.7449 -0.06 0.05 0.05 0.34
H 0.6061 -5.1340 8.1565 -0.09 -0.16 0.01 0.23
H 1.5285 -5.4501 6.6913 -0.01 0.04 -0.06 0.33